Record 1
{
  "formula": "C4H11NO3",
  "method": "ωB97M-V/def2-TZVPD",
  "species": ["C", "N", "C", "C", "C", "O", "O", "H", "H", "H", "H", "H", "H", "H", "H", "H", "H", "H", "O"],
  "coordinates": [[0.8687, -0.4847, -1.5210], [0.6594, 0.4664, -0.5664], [1.8797, 1.1223, -0.0809], [-0.3419, 0.1834, 0.4844], [-1.1301, 1.4547, 0.8264], [-2.3754, 1.0942, 1.4550], [0.1547, -1.4344, -1.7623], [1.7781, -0.2917, -2.1061], [2.1876, 1.9278, -0.7459], [1.6540, 1.5589, 0.8870], [2.6827, 0.4014, 0.0650], [0.1668, -0.1763, 1.3808], [-0.9922, -0.5986, 0.1211], [-0.6384, 1.9438, 1.6603], [-1.2571, 2.0474, -0.0751], [-3.0649, 0.9276, 0.7913], [-0.1770, -3.8972, -0.4059], [-1.1975, -2.7934, -0.5149], [-0.8571, -3.4516, 0.1070]],
  "e_lumo_ev": 0.70,
  "homo_lumo_gap_ha": 0.384,
  "e_above_lowest_ev": 1.615,
  "e_tot_ha": -439.466561
}

=====

Record 2
{
  "formula": "C4H11NO3",
  "method": "ωB97M-V/def2-TZVPD",
  "species": ["O", "C", "N", "C", "C", "C", "O", "H", "H", "H", "H", "H", "H", "H", "H", "H", "H", "H", "O"],
  "coordinates": [[-2.1362, 0.6521, 0.8475], [-1.3670, -0.2255, 1.4265], [0.0597, -0.0009, 1.4460], [0.6714, 0.7359, 0.5102], [1.7366, -0.1761, -0.4306], [0.9890, -1.2176, -1.2542], [2.5840, -0.5875, 0.4105], [-1.6576, -0.4302, 2.4830], [-1.5286, -1.2285, 0.9371], [-0.0939, 1.2408, -0.0709], [1.2603, 1.5252, 0.9664], [2.2389, 0.6063, -1.0504], [1.5022, -2.1721, -1.2179], [0.0062, -1.4024, -0.8834], [0.8945, -0.8649, -2.2583], [0.5208, 0.0620, 2.3424], [-1.8656, 0.8360, -0.6376], [-2.1927, 1.6697, -1.9521], [-1.6220, 0.9776, -1.6141]],
  "e_lumo_ev": -3.51,
  "homo_lumo_gap_ha": 0.186,
  "e_above_lowest_ev": 7.125,
  "e_tot_ha": -439.264097
}

=====

Record 3
{
  "formula": "C4H11NO3",
  "method": "ωB97M-V/def2-TZVPD",
  "species": ["C", "C", "C", "N", "O", "O", "H", "H", "H", "H", "H", "H", "H", "C", "O", "H", "H", "H", "H"],
  "coordinates": [[0.3504, -0.9368, -0.6113], [0.7548, -2.4160, -0.6032], [0.3962, -0.4065, 0.8252], [1.6043, -0.0271, 1.2764], [-0.9587, -0.7574, -1.0983], [-0.6116, -0.3996, 1.5022], [-1.5464, -0.8789, -0.3322], [1.0170, -0.3634, -1.2629], [2.3800, 0.0933, 0.6503], [1.6683, 0.3751, 2.1979], [0.6448, -2.8257, -1.6038], [1.7866, -2.5265, -0.2809], [0.1097, -2.9715, 0.0745], [-1.4030, 2.5734, 0.1193], [-0.4617, 2.0671, -0.7955], [-0.8049, 1.2326, -1.1521], [-0.9956, 3.5054, 0.5088], [-2.3628, 2.7821, -0.3653], [-1.5674, 1.8804, 0.9511]],
  "e_lumo_ev": 0.77,
  "homo_lumo_gap_ha": 0.393,
  "e_above_lowest_ev": 0.833,
  "e_tot_ha": -439.495313
}

=====

Record 4
{
  "formula": "C4H11NO3",
  "method": "ωB97M-V/def2-TZVPD",
  "species": ["C", "C", "N", "O", "H", "H", "H", "H", "H", "H", "H", "C", "C", "O", "O", "H", "H", "H", "H"],
  "coordinates": [[-1.9059, 0.2130, 0.0275], [-1.9015, -1.2818, -0.2792], [-1.0145, 0.4768, 1.1611], [-1.4956, 0.9878, -1.0683], [-0.6330, 0.6621, -1.3658], [-2.9371, 0.5430, 0.2260], [-1.2845, -0.0722, 1.9700], [-1.0693, 1.4584, 1.4136], [-0.8840, -1.6145, -0.4829], [-2.5189, -1.4758, -1.1540], [-2.2957, -1.8533, 0.5612], [2.2377, 0.7954, 0.5613], [2.1135, -0.5017, -1.2443], [3.1090, -1.1470, -1.0376], [1.1203, -0.2857, -1.8176], [3.0064, -0.0852, 0.2282], [2.3306, 1.6984, -0.0342], [1.2158, 0.5516, 0.8470], [2.8068, 0.9308, 1.4881]],
  "e_lumo_ev": 0.59,
  "homo_lumo_gap_ha": 0.381,
  "e_above_lowest_ev": 2.396,
  "e_tot_ha": -439.437877
}

=====

Record 5
{
  "formula": "C4H11NO3",
  "method": "ωB97M-V/def2-TZVPD",
  "species": ["O", "C", "N", "C", "C", "C", "O", "H", "H", "H", "H", "H", "H", "H", "H", "H", "H", "H", "O"],
  "coordinates": [[0.8319, 0.6502, 1.6611], [1.5250, -0.3453, 1.5244], [1.1871, -1.3783, 0.7400], [-0.1231, -1.5009, 0.0905], [-0.2680, -0.7290, -1.1941], [-1.7382, -0.8152, -1.6174], [0.0056, 0.6490, -1.0458], [2.4800, -0.4414, 2.0520], [1.8183, -2.1478, 0.5965], [-0.8212, -1.0955, 0.8194], [-0.3442, -2.5439, -0.1157], [0.2879, -1.1415, -2.0377], [-2.4230, -0.4805, -0.8305], [-2.1354, -1.7705, -1.9681], [-1.8871, -0.1280, -2.4384], [0.4047, 0.8540, -0.1883], [-1.2411, 2.3500, -0.3925], [-0.8108, 2.7443, 1.0238], [-0.8208, 3.0534, 0.1106]],
  "e_lumo_ev": 0.58,
  "homo_lumo_gap_ha": 0.396,
  "e_above_lowest_ev": 0.987,
  "e_tot_ha": -439.489664
}

=====

Record 6
{
  "formula": "C4H11NO3P",
  "method": "ωB97M-V/def2-TZVPD",
  "species": ["C", "C", "C", "C", "N", "O", "O", "O", "P", "H", "H", "H", "H", "H", "H", "H", "H", "H", "H", "H"],
  "coordinates": [[0.1854, 1.6570, -1.0907], [0.3551, 0.9578, 1.3804], [1.0959, -1.8601, -0.1017], [0.1147, 0.5202, 0.0143], [1.5344, -0.5394, -0.4750], [-2.0718, -0.5485, -1.3686], [-2.5311, 0.9278, 0.6943], [-1.5698, -1.4118, 1.0034], [-1.6306, -0.1513, 0.2138], [1.1983, 2.1830, -1.1349], [-0.6092, 2.3997, -0.9978], [0.1361, 1.1920, -1.9843], [1.3498, 1.2231, 1.6395], [-0.2481, 1.8279, 1.2990], [-0.0990, 0.1234, 1.9350], [0.4046, -1.8731, 0.8098], [0.5793, -2.4172, -0.8719], [1.9191, -2.5638, 0.0749], [-2.3228, -1.4664, -1.2018], [2.2098, -0.1804, 0.1624]],
  "e_lumo_ev": 3.90,
  "charge": -1,
  "homo_lumo_gap_ha": 0.324,
  "e_above_lowest_ev": 0.470,
  "e_tot_ha": -780.919919
}

=====

Record 7
{
  "formula": "C4H11NO4",
  "method": "ωB97M-V/def2-TZVPD",
  "species": ["C", "C", "C", "C", "N", "O", "O", "O", "O", "H", "H", "H", "H", "H", "H", "H", "H", "H", "H", "H"],
  "coordinates": [[-0.0136, -1.7368, 0.9276], [0.7509, 0.4410, -0.7580], [-1.5473, 0.6364, 0.2763], [0.5937, 1.7667, -1.4899], [-0.1523, 0.2625, 0.4047], [-0.6768, -1.6527, 2.0958], [-0.8279, -2.1997, -0.0360], [1.2228, -1.8707, 0.8982], [2.0067, 0.3595, -0.1510], [-0.0338, -1.5272, 2.8053], [-0.3114, -2.6940, -0.6866], [2.0040, -0.5964, 0.3425], [0.4475, 0.8210, 1.0788], [0.5581, -0.3954, -1.4517], [-1.9789, 0.0832, -0.5570], [-2.0634, 0.3286, 1.1841], [-1.6865, 1.7097, 0.1201], [1.3950, 1.8470, -2.2196], [0.6829, 2.5972, -0.7924], [-0.3697, 1.8201, -1.9912]],
  "e_lumo_ev": 0.64,
  "homo_lumo_gap_ha": 0.371,
  "e_above_lowest_ev": 0.848,
  "e_tot_ha": -514.721698
}

=====

Record 8
{
  "formula": "C4H11NORb",
  "method": "ωB97M-V/def2-TZVPD",
  "species": ["Rb", "C", "C", "C", "O", "C", "N", "H", "H", "H", "H", "H", "H", "H", "H", "H", "H", "H"],
  "coordinates": [[3.3634, 0.6211, 0.9483], [-1.8285, -0.2841, 1.2664], [-0.3482, -0.2983, 0.9459], [-0.1914, -0.2487, -0.5587], [1.1721, -0.0103, -0.9529], [1.2744, -0.0776, -2.3511], [0.2999, 0.8725, 1.5868], [-2.3139, -1.1969, 0.9045], [-2.3524, 0.5446, 0.7880], [-2.0198, -0.2370, 2.3373], [0.1423, -1.1818, 1.3558], [-0.8233, 0.5289, -0.9931], [-0.4069, -1.2478, -0.9495], [2.2106, 0.3074, -2.7596], [0.5220, 0.5529, -2.8464], [1.1413, -1.0907, -2.7483], [-0.2105, 1.7351, 1.4426], [0.3689, 0.7108, 2.5840]],
  "e_lumo_ev": -3.56,
  "charge": 1,
  "homo_lumo_gap_ha": 0.355,
  "e_above_lowest_ev": 0.144,
  "e_tot_ha": -312.886847
}